# 1
A 3-piece molecular cluster, C28H46BI2N4O8P3S2 overall. Source: OMol25; level of theory: ωB97M-V/def2-TZVPD.

Geometry as XYZ:
```
94
Properties=species:S:1:pos:R:3:forces:R:3
C 0.985 2.861 -5.026 -0.10 0.26 0.07
N 1.228 3.207 -3.625 -0.19 -0.29 0.20
C 2.029 2.182 -2.933 -0.37 -0.01 -0.44
C 1.710 2.181 -1.445 0.47 0.68 0.41
O 2.594 1.410 -0.644 -0.22 -0.27 0.02
C 2.706 -0.008 -0.723 -0.06 0.19 -0.13
S 1.205 -0.757 -1.508 -0.21 0.01 0.21
C 2.925 -0.566 0.779 -0.14 0.35 0.17
C 2.440 -2.004 0.984 -0.11 -0.38 -0.29
C 3.033 -3.150 0.168 0.39 -0.04 0.38
C 2.400 -4.465 0.626 -0.05 -0.09 -0.14
C 1.106 -4.784 -0.135 -0.13 0.13 0.05
N 0.046 -5.311 0.702 0.31 0.07 -0.30
C -0.649 -4.595 1.628 0.26 0.52 -0.08
C -1.563 -5.418 2.203 -0.66 -0.14 0.54
C -1.422 -6.691 1.604 -0.50 -0.28 0.41
C -0.427 -6.587 0.692 0.46 -0.34 -0.56
O 4.298 -0.630 1.099 -0.09 0.31 -0.76
B 5.241 0.359 1.191 0.29 -0.04 0.04
O 6.545 -0.098 1.236 -0.28 -0.08 0.60
O 4.924 1.696 1.203 -0.31 -0.17 0.50
N 2.233 0.325 1.766 -0.13 -0.56 -0.02
C 0.770 0.364 1.581 -0.07 0.35 0.17
C 0.007 1.530 2.261 -0.28 0.12 -0.78
C -0.889 2.255 1.244 0.01 0.09 0.18
I -1.332 0.850 3.810 0.18 -0.05 0.21
P 2.834 0.043 3.369 0.03 0.11 -0.27
N 1.678 -1.025 4.032 0.24 -0.06 0.34
O 2.283 1.411 4.110 0.20 0.06 0.12
P 4.194 -0.338 -1.888 0.57 -0.50 0.24
O 3.542 -0.471 -3.351 0.02 0.14 -0.04
O 4.856 1.124 -1.918 0.08 -0.02 -0.08
S 5.471 -1.733 -1.570 -0.22 0.15 -0.20
P 1.755 4.044 -0.987 -0.34 -0.21 -0.09
O 3.160 4.494 -1.692 0.23 0.04 -0.05
I 2.452 4.100 1.332 0.19 0.02 -0.03
H 0.511 1.879 -5.136 0.16 -0.10 -0.05
H 0.307 3.598 -5.457 0.07 0.05 -0.04
H 1.916 2.892 -5.590 0.04 -0.08 -0.02
H 0.315 3.220 -3.179 0.00 0.17 0.02
H 1.805 1.200 -3.357 0.05 -0.09 0.09
H 3.086 2.416 -3.063 0.08 -0.07 0.02
H 0.659 1.922 -1.277 -0.03 -0.28 0.01
H 1.828 -1.714 -2.199 0.05 0.02 -0.11
H 1.355 -2.047 0.911 -0.05 0.09 0.03
H 2.694 -2.244 2.018 -0.06 0.15 0.03
H 4.106 -3.180 0.354 -0.03 0.03 -0.06
H 2.923 -3.027 -0.909 -0.05 -0.04 0.00
H 2.158 -4.405 1.690 0.05 0.00 0.03
H 3.112 -5.285 0.516 -0.03 -0.03 -0.02
H 0.732 -3.873 -0.610 -0.01 0.02 0.00
H 1.277 -5.511 -0.927 0.06 0.02 -0.04
H -0.446 -3.550 1.799 0.03 0.00 -0.01
H -2.272 -5.134 2.963 0.00 0.00 0.02
H -1.981 -7.588 1.805 -0.07 0.02 0.08
H -0.028 -7.338 0.030 0.10 0.09 -0.06
H 7.091 0.420 1.834 0.19 0.07 -0.29
H 5.460 2.217 1.806 0.17 0.16 -0.33
H 0.284 -0.574 1.857 0.10 -0.10 0.11
H 0.563 0.506 0.528 0.16 -0.03 -0.22
H 0.679 2.262 2.685 0.00 -0.21 0.41
H -0.310 3.027 0.732 0.07 -0.12 -0.15
H -1.307 1.565 0.510 -0.08 -0.01 0.01
H -1.713 2.769 1.734 -0.01 0.02 -0.04
H 2.162 -1.830 4.415 -0.13 -0.06 0.00
H 1.128 -0.607 4.774 -0.20 0.02 -0.11
H 3.048 1.981 4.244 -0.16 0.14 0.04
H 3.651 0.344 -3.855 -0.07 -0.01 -0.06
H 5.816 1.005 -1.983 0.00 0.07 0.10
H 2.954 4.741 -2.606 -0.02 0.07 0.03
C -5.171 -0.602 0.227 -0.03 0.01 -0.02
C -5.451 -0.959 -1.085 0.02 0.00 -0.01
C -4.413 -1.244 -1.961 0.00 0.02 -0.01
C -3.096 -1.167 -1.528 0.01 0.02 -0.01
C -2.818 -0.800 -0.219 0.02 0.00 0.02
C -3.857 -0.517 0.659 0.06 -0.01 0.05
H -5.980 -0.380 0.912 -0.01 0.00 -0.01
H -6.477 -1.013 -1.424 -0.01 -0.01 0.00
H -4.631 -1.527 -2.983 0.00 -0.01 -0.01
H -2.286 -1.395 -2.210 0.01 0.00 0.00
H -1.790 -0.742 0.121 0.00 -0.04 0.00
H -3.635 -0.235 1.681 0.02 0.00 0.01
C -5.966 3.770 -1.220 0.00 0.01 0.00
C -5.432 2.928 -0.254 0.04 0.00 -0.02
C -5.996 2.884 1.013 0.01 -0.01 0.02
C -7.090 3.682 1.316 0.00 0.00 0.00
C -7.620 4.527 0.351 -0.01 0.00 0.00
C -7.059 4.571 -0.917 0.00 0.00 0.00
H -5.530 3.801 -2.210 0.01 0.00 0.00
H -4.579 2.303 -0.488 -0.01 -0.03 0.00
H -5.580 2.226 1.766 0.01 0.00 0.00
H -7.530 3.645 2.304 0.00 0.01 0.01
H -8.472 5.152 0.587 -0.01 0.00 0.00
H -7.473 5.228 -1.671 0.00 0.00 0.00
```
Positions in Å, forces in eV/Å.

Output
- Molecular weight: 988.37 u
- 2S+1: 1
- DFT total energy: -4356.39007 Eh
- SMILES: CNC[C@@H](O[C@](S)([C@@](CCCCn1cccc1)(OB(O)O)N(C[C@@H](C)I)P(N)O)P(O)(O)=S)P(O)I.c1ccccc1.c1ccccc1
- Relative energy (zero: lowest compared OMol25 entry of this formula, charge and spin): 0.00 kJ/mol

Mulliken charges, unit e, in atom order:
1 C -1.016
2 N -0.321
3 C -1.575
4 C 0.101
5 O 0.402
6 C -0.608
7 S 0.100
8 C 0.212
9 C -0.901
10 C -0.709
11 C -0.944
12 C -0.361
13 N 0.217
14 C -0.337
15 C -0.727
16 C -0.612
17 C -0.411
18 O -0.822
19 B 1.243
20 O -0.644
21 O -0.401
22 N 0.815
23 C 0.573
24 C -0.814
25 C -0.457
26 I -0.016
27 P -0.185
28 N -0.453
29 O -0.567
30 P 0.785
31 O -0.612
32 O -0.559
33 S -0.349
34 P 0.106
35 O -0.505
36 I -0.091
37 H 0.311
38 H 0.364
39 H 0.329
40 H 0.280
41 H 0.838
42 H 0.340
43 H 0.350
44 H 0.317
45 H -0.229
46 H 0.845
47 H 0.313
48 H 0.243
49 H 0.476
50 H 0.364
51 H 0.143
52 H 0.357
53 H 0.458
54 H 0.450
55 H 0.412
56 H 0.379
57 H 0.261
58 H 0.238
59 H 0.502
60 H -0.774
61 H 0.664
62 H -0.321
63 H 0.094
64 H 0.578
65 H 0.250
66 H 0.210
67 H 0.333
68 H 0.377
69 H 0.397
70 H 0.331
71 C -0.443
72 C -0.507
73 C -0.413
74 C -0.649
75 C 0.285
76 C -0.491
77 H 0.432
78 H 0.384
79 H 0.396
80 H 0.392
81 H 0.318
82 H 0.244
83 C -0.608
84 C -0.108
85 C -0.347
86 C -0.474
87 C -0.396
88 C -0.309
89 H 0.363
90 H 0.390
91 H 0.422
92 H 0.362
93 H 0.358
94 H 0.359

=====

# 2
C28H46BrN3P2PdS as an isolated structure in a non-equilibrium geometry. Source: OMol25; level of theory: ωB97M-V/def2-TZVPD.

Geometry as XYZ:
```
82
Properties=species:S:1:pos:R:3:forces:R:3
C -0.654 6.856 -4.246 -0.15 -0.45 -0.50
C -0.930 5.557 -4.738 0.01 -0.29 0.08
C -1.156 5.433 -6.131 0.13 0.43 0.49
C -1.087 6.590 -6.926 -0.15 -0.94 0.61
N -0.839 7.809 -6.459 0.12 -0.01 -0.29
C -0.618 7.925 -5.162 -0.02 -0.73 1.16
C -1.006 4.400 -3.814 -0.72 -0.92 0.78
C -1.226 3.499 -2.998 0.46 2.31 -0.42
C -1.405 2.725 -1.763 -0.10 0.69 -0.75
C -0.347 2.582 -0.867 1.15 -1.11 -0.13
C -0.431 1.749 0.279 -1.56 1.48 0.35
C -1.801 1.467 0.731 2.35 -0.59 -2.31
C -2.779 1.441 -0.239 -0.63 1.54 -0.51
C -2.622 2.187 -1.406 0.00 -0.43 -0.22
Pd -0.243 -0.292 -1.047 1.14 0.93 1.88
P 1.826 -1.256 0.822 -0.17 -0.12 0.42
H -1.400 4.467 -6.583 0.17 0.37 0.22
H -0.499 7.023 -3.174 0.00 -0.06 -0.54
H -1.255 6.496 -7.988 -0.04 0.08 -0.17
H -0.405 8.913 -4.775 -0.02 0.14 -0.11
H -3.497 2.439 -1.973 -0.25 -0.38 -0.51
H 0.561 3.152 -1.102 -0.09 -0.68 0.18
H -3.783 1.081 -0.094 -0.17 -0.02 0.74
H 0.441 1.720 0.939 -0.63 0.02 -0.01
C 2.320 -2.813 1.805 -0.34 0.25 0.01
C 3.319 -3.786 1.181 0.02 -0.02 0.20
H 1.395 -3.363 2.046 0.21 0.18 -0.19
H 2.682 -2.442 2.785 -0.10 -0.09 -0.49
H 3.461 -4.617 1.887 0.08 0.07 -0.33
H 2.921 -4.191 0.241 0.19 0.00 0.22
H 4.304 -3.332 0.986 -0.39 -0.12 0.02
C 2.482 -1.455 -0.917 -0.12 -0.31 -0.08
C 3.314 -0.278 -1.433 0.08 -0.33 -0.27
H 1.587 -1.459 -1.588 0.74 -0.20 0.67
H 2.970 -2.445 -1.015 -0.04 0.60 -0.23
H 3.213 -0.323 -2.526 0.32 0.38 0.20
H 2.887 0.673 -1.077 0.26 -0.25 -0.24
H 4.376 -0.353 -1.162 -0.39 0.24 -0.16
C 3.068 -0.125 1.584 0.18 0.01 0.86
C 4.515 -0.556 1.570 0.68 0.13 0.03
H 2.898 -0.022 2.692 -0.56 0.08 -1.44
H 2.940 0.863 1.126 0.01 -0.08 0.22
H 5.079 0.361 1.824 0.28 -0.60 -0.21
H 4.676 -1.287 2.383 0.15 0.18 -0.50
H 4.855 -0.972 0.611 0.12 0.14 0.47
Br -2.340 1.349 2.460 -0.79 -0.39 1.41
P -1.898 -2.435 -1.153 -0.73 -3.24 -0.46
C -0.246 -3.147 -1.208 0.80 0.57 0.36
C 0.094 -4.591 -1.546 -0.30 0.00 -0.25
H 0.138 -2.944 -0.184 0.46 0.10 -0.79
H 0.218 -2.486 -1.997 -0.17 -0.69 0.96
H 1.187 -4.665 -1.620 -0.17 -0.09 -0.01
H -0.237 -5.283 -0.770 -0.08 0.00 -0.08
H -0.345 -4.873 -2.503 0.00 -0.16 0.04
C -2.934 -2.710 0.306 -0.12 0.57 0.42
C -4.337 -3.270 0.009 -0.16 0.12 0.15
H -3.007 -1.644 0.621 -0.38 -0.82 0.81
H -2.409 -3.335 1.079 -0.25 0.82 -0.76
H -4.934 -3.334 0.929 0.12 0.03 -0.04
H -4.867 -2.579 -0.652 0.02 -0.12 -0.04
H -4.355 -4.260 -0.466 0.34 0.29 0.09
C -2.368 -1.106 -2.227 1.08 0.99 -0.36
C -2.717 -1.372 -3.672 -0.30 0.18 -0.27
H -1.412 -0.456 -2.221 -1.53 0.40 -1.32
H -3.149 -0.553 -1.720 -0.05 0.18 0.04
H -2.970 -0.432 -4.149 -0.10 0.32 -0.13
H -1.907 -1.783 -4.259 0.36 -0.26 0.11
H -3.569 -2.027 -3.786 -0.29 -0.35 0.13
C 0.983 0.678 7.182 0.62 -0.28 0.11
N 1.489 0.320 5.842 -0.62 0.55 -0.23
C 0.551 0.030 4.888 -0.63 1.06 -1.63
S 0.615 0.543 3.272 0.57 -0.31 1.80
N -0.604 -0.594 5.277 0.29 -0.32 -1.05
C -0.581 -1.717 6.203 -0.47 0.50 0.07
H -0.089 0.920 7.196 0.36 -0.04 -0.24
H 1.555 1.545 7.527 -0.17 -0.21 0.11
H 1.172 -0.175 7.835 -0.13 0.27 0.32
H 2.220 0.952 5.498 -0.60 -0.59 0.01
H -1.245 -0.697 4.476 0.72 0.11 0.67
H -0.808 -1.272 7.171 0.05 -0.81 0.38
H -1.374 -2.395 5.880 0.13 -0.04 0.36
H 0.377 -2.242 6.195 -0.10 0.11 0.10
```
Positions in Å, forces in eV/Å.

Output
- Molecular weight: 705.04 u
- 2S+1: 1
- DFT total energy: -5041.29064 Eh
- Relative energy (zero: lowest compared OMol25 entry of this formula, charge and spin): 46.82 kJ/mol

Mulliken charges, unit e, in atom order:
1 C -0.425
2 C 0.342
3 C -0.420
4 C -0.271
5 N -0.607
6 C -0.261
7 C 0.523
8 C -0.814
9 C 0.511
10 C -0.258
11 C -1.239
12 C 0.140
13 C -0.524
14 C -0.327
15 Pd -0.631
16 P 1.081
17 H 0.389
18 H 0.385
19 H 0.364
20 H 0.358
21 H 0.535
22 H 0.468
23 H 0.512
24 H 0.673
25 C -0.825
26 C -1.251
27 H 0.558
28 H 0.447
29 H 0.423
30 H 0.166
31 H 0.238
32 C 0.305
33 C -1.484
34 H -0.514
35 H 0.399
36 H 0.462
37 H 0.154
38 H 0.378
39 C -0.335
40 C -1.585
41 H 0.243
42 H 0.370
43 H 0.429
44 H 0.304
45 H 0.269
46 Br -0.125
47 P 0.003
48 C 0.968
49 C -1.683
50 H -0.574
51 H 0.118
52 H 0.392
53 H 0.335
54 H 0.464
55 C -0.104
56 C -1.292
57 H 0.033
58 H 0.356
59 H 0.395
60 H 0.290
61 H 0.361
62 C 0.503
63 C -1.852
64 H 0.140
65 H 0.395
66 H 0.456
67 H 0.370
68 H 0.416
69 C -0.999
70 N -0.189
71 C 0.108
72 S -0.276
73 N -0.161
74 C -1.000
75 H 0.323
76 H 0.345
77 H 0.293
78 H 0.348
79 H 0.200
80 H 0.310
81 H 0.389
82 H 0.290